Model 1:
C36H28NO6P2S2TeZr | the ωB97M-V functional and the def2-TZVPD basis

Its charge is +1. The gap between HOMO and LUMO is 6.579 eV. The molar mass is 915.53 g mol⁻¹.

CARTESIAN COORDINATES (ANGSTROEM)
Zr: 0.74 -0.93 0.18
O: 3.29 -1.62 -2.81
S: 2.79 -1.78 -1.50
O: 1.35 -2.23 -1.41
O: 2.73 -0.56 -0.63
C: 3.77 -2.97 -0.64
C: 4.50 -3.85 -1.43
C: 5.27 -4.83 -0.83
C: 5.33 -4.91 0.56
C: 4.62 -4.02 1.35
C: 3.83 -3.05 0.76
S: 1.71 -2.58 2.28
O: 3.18 -2.13 1.55
O: 1.01 -3.18 1.11
O: 1.15 -1.16 2.31
H: 4.45 -3.76 -2.50
H: 5.84 -5.52 -1.44
H: 5.95 -5.67 1.03
H: 4.68 -4.05 2.43
Te: -3.22 2.31 -0.72
C: -2.84 3.28 1.13
C: -1.94 4.33 1.19
C: -1.62 4.85 2.43
N: -2.13 4.41 3.58
C: -3.03 3.44 3.50
C: -3.42 2.84 2.31
C: -1.56 1.03 -0.68
P: -1.61 -0.69 -0.86
C: -2.54 -1.37 -2.23
C: -1.91 -1.52 -3.47
C: -2.64 -1.97 -4.56
C: -3.98 -2.29 -4.42
C: -4.61 -2.15 -3.18
C: -3.89 -1.70 -2.09
C: -2.15 -1.55 0.65
C: -2.07 -2.95 0.69
C: -2.28 -3.63 1.88
C: -2.55 -2.92 3.04
C: -2.62 -1.53 3.01
C: -2.42 -0.85 1.82
P: 0.13 1.41 -0.73
C: 0.66 2.73 -1.82
C: 0.53 2.53 -3.19
C: 0.86 3.54 -4.08
C: 1.33 4.75 -3.59
C: 1.46 4.96 -2.23
C: 1.12 3.95 -1.34
C: 0.85 1.73 0.92
C: 2.25 1.79 1.05
C: 2.83 1.86 2.31
C: 2.03 1.87 3.44
C: 0.65 1.81 3.33
C: 0.06 1.73 2.08
H: -1.48 4.72 0.29
H: -0.90 5.66 2.51
H: -3.46 3.11 4.45
H: -4.16 2.05 2.32
H: -0.86 -1.28 -3.57
H: -2.15 -2.09 -5.52
H: -4.54 -2.65 -5.27
H: -5.65 -2.40 -3.08
H: -4.38 -1.59 -1.13
H: -1.85 -3.51 -0.22
H: -2.23 -4.71 1.90
H: -2.71 -3.45 3.97
H: -2.84 -0.98 3.92
H: -2.49 0.23 1.79
H: 0.16 1.58 -3.57
H: 0.77 3.38 -5.14
H: 1.59 5.54 -4.28
H: 1.81 5.91 -1.85
H: 1.21 4.11 -0.27
H: 2.87 1.79 0.17
H: 3.91 1.91 2.40
H: 2.49 1.93 4.42
H: 0.03 1.84 4.21
H: -1.01 1.69 1.99

***

Model 2:
C36H28NO6P2S2TeZr | the ωB97M-V functional and the def2-TZVPD basis

Its charge is +1. The gap between HOMO and LUMO is 7.304 eV. The molar mass is 915.53 g mol⁻¹.

CARTESIAN COORDINATES (ANGSTROEM)
Zr: 0.02 1.87 1.01
O: -1.52 0.91 5.01
S: -1.72 1.59 3.74
O: -1.79 1.44 0.08
O: -0.34 1.46 2.87
C: -1.54 3.35 4.09
C: -1.70 3.74 5.41
C: -1.66 5.09 5.75
C: -1.49 6.04 4.75
C: -1.35 5.65 3.43
C: -1.36 4.31 3.10
S: 0.19 4.57 0.93
O: 1.23 3.79 1.68
O: -1.21 3.92 1.76
O: -0.07 3.74 -0.29
H: -1.84 2.98 6.16
H: -1.77 5.39 6.78
H: -1.48 7.09 5.00
H: -1.23 6.39 2.65
Te: 0.09 -1.57 1.87
C: 0.45 -3.42 0.92
C: 0.21 -3.64 -0.43
C: 0.48 -4.89 -0.96
N: 0.97 -5.91 -0.25
C: 1.19 -5.69 1.05
C: 0.96 -4.47 1.67
C: 0.11 -0.34 0.14
P: 1.73 0.38 -0.30
C: 3.07 -0.58 0.42
C: 3.92 0.09 1.29
C: 4.98 -0.59 1.88
C: 5.18 -1.93 1.59
C: 4.34 -2.60 0.72
C: 3.28 -1.93 0.13
C: 2.01 0.59 -2.07
C: 2.69 -0.35 -2.83
C: 2.87 -0.14 -4.19
C: 2.37 1.01 -4.79
C: 1.70 1.95 -4.03
C: 1.52 1.75 -2.67
P: -1.45 0.04 -0.56
C: -1.41 0.25 -2.33
C: -2.10 1.32 -2.89
C: -2.14 1.46 -4.27
C: -1.50 0.54 -5.09
C: -0.80 -0.53 -4.53
C: -0.76 -0.68 -3.15
C: -2.74 -1.12 -0.14
C: -3.50 -0.90 1.01
C: -4.48 -1.81 1.37
C: -4.71 -2.92 0.58
C: -3.97 -3.13 -0.58
C: -2.99 -2.22 -0.95
H: -0.19 -2.86 -1.06
H: 0.30 -5.09 -2.01
H: 1.58 -6.52 1.61
H: 1.19 -4.36 2.73
H: 3.76 1.13 1.52
H: 5.64 -0.07 2.56
H: 6.01 -2.47 2.05
H: 4.49 -3.65 0.50
H: 2.61 -2.46 -0.54
H: 3.11 -1.24 -2.37
H: 3.42 -0.87 -4.78
H: 2.52 1.17 -5.85
H: 1.32 2.86 -4.49
H: 1.02 2.51 -2.08
H: -2.60 2.03 -2.25
H: -2.68 2.29 -4.71
H: -1.53 0.65 -6.16
H: -0.29 -1.24 -5.16
H: -0.19 -1.49 -2.72
H: -3.31 -0.03 1.63
H: -5.07 -1.64 2.26
H: -5.48 -3.63 0.86
H: -4.17 -3.99 -1.20
H: -2.44 -2.37 -1.87

***

Quick look at relative energies in eV: model 1 1.967; model 2 0.000.

***

Model 1:
C4H8NPS | the ωB97M-V functional and the def2-TZVPD basis

Its charge is 0. The gap between HOMO and LUMO is 8.597 eV. The molar mass is 133.16 g mol⁻¹.

CARTESIAN COORDINATES (ANGSTROEM)
C: 1.27 0.56 0.83
C: 0.08 -0.17 0.25
C: -1.28 0.30 0.83
C: 0.06 -1.56 -0.22
N: 0.05 -0.41 -1.17
P: -0.22 0.05 -2.68
S: -0.37 1.98 -2.70
H: 1.08 1.65 0.93
H: 2.25 0.74 0.21
H: 1.57 -0.06 1.71
H: -1.28 -0.18 1.84
H: -2.06 -0.04 0.09
H: -1.39 1.41 0.76
H: 1.08 -2.09 -0.42
H: -0.84 -2.16 -0.26

***

Model 2:
C4H8NPS | the ωB97M-V functional and the def2-TZVPD basis

Its charge is 0. The gap between HOMO and LUMO is 9.465 eV. The molar mass is 133.16 g mol⁻¹.

CARTESIAN COORDINATES (ANGSTROEM)
C: -1.54 0.29 -2.16
P: -1.94 0.96 -0.55
C: -0.64 0.37 0.43
N: 0.57 0.41 0.09
C: 1.48 -0.22 1.07
C: 0.93 0.00 2.45
S: -0.92 -0.31 2.32
H: -0.50 0.80 -2.21
H: -2.22 0.69 -2.95
H: -1.44 -0.79 -2.17
H: -3.06 0.20 0.23
H: 2.54 0.28 1.02
H: 1.67 -1.21 0.77
H: 1.38 -0.66 3.23
H: 1.18 1.00 2.88

***

Quick look at relative energies in eV: model 1 0.000; model 2 0.454.

***

Model 1:
C3H8O3 | the ωB97M-V functional and the def2-TZVPD basis

Its charge is 0. The gap between HOMO and LUMO is 11.123 eV. The molar mass is 92.09 g mol⁻¹.

CARTESIAN COORDINATES (ANGSTROEM)
C: 0.99 1.05 0.82
C: 1.00 0.31 -0.55
C: 0.47 -1.10 -0.46
O: -0.25 -1.76 -1.13
O: 1.12 -1.49 0.75
H: 1.61 1.95 0.97
H: 1.20 0.34 1.67
H: 0.09 1.61 0.88
H: 0.63 0.86 -1.31
H: 2.17 0.06 -0.67
H: 0.72 -2.23 1.30
O: -2.80 2.20 0.00
H: -3.29 1.58 0.49
H: -2.46 2.69 0.74

***

Model 2:
C3H8O3 | the ωB97M-V functional and the def2-TZVPD basis

Its charge is 0. The gap between HOMO and LUMO is 10.040 eV. The molar mass is 92.09 g mol⁻¹.

CARTESIAN COORDINATES (ANGSTROEM)
O: -0.77 -0.15 1.63
C: -1.39 0.35 0.47
C: -0.22 -0.50 -0.48
O: 0.68 -1.49 0.09
C: 0.80 0.49 -0.98
O: 1.49 1.09 0.12
H: 0.09 0.31 1.55
H: -2.44 -0.01 0.40
H: -1.57 1.46 0.66
H: -0.85 -1.04 -1.16
H: 0.25 -2.28 0.45
H: 1.52 0.01 -1.66
H: 0.25 1.28 -1.49
H: 2.15 0.45 0.42

***

Quick look at relative energies in eV: model 1 0.000; model 2 1.642.

***

Model 1:
CHNOS | the ωB97M-V functional and the def2-TZVPD basis

Its charge is 0. The gap between HOMO and LUMO (spin up / spin down) is 6.226 / 6.251 eV. The molar mass is 75.09 g mol⁻¹.

CARTESIAN COORDINATES (ANGSTROEM)
C: -0.57 -0.17 -0.05
N: -3.48 1.26 -0.11
O: -3.58 0.09 -0.01
S: -1.66 -1.27 -0.05
H: 0.49 -0.03 -0.10

***

Model 2:
CHNOS | the ωB97M-V functional and the def2-TZVPD basis

Its charge is 0. The gap between HOMO and LUMO is 9.207 eV. The molar mass is 75.09 g mol⁻¹.

CARTESIAN COORDINATES (ANGSTROEM)
O: -1.56 -0.11 0.10
N: -0.23 -0.01 0.03
C: 0.88 0.45 -0.01
S: 2.42 0.75 0.06
H: -1.51 -1.07 -0.18

***

Model 3:
CHNOS | the ωB97M-V functional and the def2-TZVPD basis

Its charge is 0. The gap between HOMO and LUMO is 9.925 eV. The molar mass is 75.09 g mol⁻¹.

CARTESIAN COORDINATES (ANGSTROEM)
C: 0.25 -0.46 -0.44
N: 1.48 -0.74 -0.88
O: 0.04 -0.34 -3.21
S: 0.13 -1.25 -2.09
H: -0.18 -0.11 0.54

***

Model 4:
CHNOS | the ωB97M-V functional and the def2-TZVPD basis

Its charge is 0. The gap between HOMO and LUMO is 7.767 eV. The molar mass is 75.09 g mol⁻¹.

CARTESIAN COORDINATES (ANGSTROEM)
N: 0.46 -4.16 0.87
C: 0.56 -3.41 0.03
S: 1.76 -2.08 -1.10
O: 2.42 -0.43 -0.52
H: 1.81 -0.30 0.33

***

Quick look at relative energies in eV: model 1 3.182; model 2 0.258; model 3 0.000; model 4 1.328.

***

Model 1:
C2H3N3OS | the ωB97M-V functional and the def2-TZVPD basis

Its charge is 0. The gap between HOMO and LUMO is 9.187 eV. The molar mass is 117.13 g mol⁻¹.

CARTESIAN COORDINATES (ANGSTROEM)
S: -2.98 -0.02 -0.05
C: -1.34 0.00 0.02
N: -0.50 1.04 0.23
N: 0.80 1.17 -0.21
C: 1.39 0.05 -0.16
N: 0.72 -1.05 0.33
O: -0.62 -1.10 -0.18
H: -0.93 1.93 0.40
H: 2.44 -0.07 -0.35
H: 1.03 -1.95 -0.03

***

Model 2:
C2H3N3OS | the ωB97M-V functional and the def2-TZVPD basis

Its charge is 0. The gap between HOMO and LUMO is 9.751 eV. The molar mass is 117.13 g mol⁻¹.

CARTESIAN COORDINATES (ANGSTROEM)
H: 2.20 -1.49 -1.54
N: 2.11 -0.57 -1.11
C: 0.99 -0.38 -0.59
N: 0.60 0.77 0.11
C: -0.63 0.60 0.43
S: -1.66 1.65 1.41
N: -1.19 -0.47 -0.19
O: -0.11 -1.22 -0.79
H: -0.55 2.24 1.92
H: -1.76 -1.14 0.35

***

Quick look at relative energies in eV: model 1 0.915; model 2 0.000.

***

Model 1:
C4H11NO2 | the ωB97M-V functional and the def2-TZVPD basis

Its charge is +1. The spin multiplicity is 2. As for the expectation value of S²: 0.7584. The gap between HOMO and LUMO (spin up / spin down) is 11.142 / 5.598 eV. The molar mass is 105.14 g mol⁻¹.

CARTESIAN COORDINATES (ANGSTROEM)
C: 0.27 1.88 1.87
C: -0.44 0.60 1.38
C: 0.69 -0.22 0.71
C: 0.12 -1.25 -0.21
O: 0.65 -2.33 -0.25
N: -1.47 0.90 0.45
H: 0.43 2.62 1.00
H: 1.35 1.77 2.00
H: -0.31 2.46 2.57
H: -0.98 0.06 2.20
H: 1.11 -0.78 1.54
H: 1.40 0.41 0.18
H: -0.73 -1.09 -0.87
H: -2.42 1.03 0.82
H: -1.25 1.51 -0.34
H: -0.11 0.24 -2.56
H: -0.01 -0.88 -3.81
O: 0.34 -0.13 -3.32

***

Model 2:
C4H11NO2 | the ωB97M-V functional and the def2-TZVPD basis

Its charge is +1. The spin multiplicity is 2. As for the expectation value of S²: 0.7705. The gap between HOMO and LUMO (spin up / spin down) is 10.055 / 6.428 eV. The molar mass is 105.14 g mol⁻¹.

CARTESIAN COORDINATES (ANGSTROEM)
N: 1.65 1.61 0.18
C: 0.25 1.51 -0.09
C: -0.67 2.51 0.17
C: -1.22 0.29 -1.71
C: -0.37 0.26 -0.70
H: 1.82 2.18 1.05
H: 2.14 0.75 0.54
H: -1.72 2.42 -0.24
H: -0.30 3.54 0.54
H: -1.46 -0.61 -2.28
H: -1.90 1.17 -1.95
H: -0.32 -0.59 0.04
H: -1.38 -1.72 1.98
H: 0.11 -2.26 1.99
O: -0.67 -2.23 1.44
H: 1.24 -3.03 -1.11
H: 1.34 -3.21 0.42
O: 1.47 -2.57 -0.28

***

Model 3:
C4H11NO2 | the ωB97M-V functional and the def2-TZVPD basis

Its charge is +1. The spin multiplicity is 2. As for the expectation value of S²: 0.7577. The gap between HOMO and LUMO (spin up / spin down) is 12.584 / 6.410 eV. The molar mass is 105.14 g mol⁻¹.

CARTESIAN COORDINATES (ANGSTROEM)
C: 1.61 0.00 -1.04
C: 0.13 0.10 -0.64
C: -0.76 -0.34 -1.78
N: -0.09 -0.79 0.55
H: 2.32 0.28 -0.16
H: 1.87 -1.01 -1.39
H: 1.80 0.70 -1.86
H: -0.12 1.13 -0.37
H: -0.53 -1.41 -2.02
H: -0.61 0.24 -2.64
H: -1.83 -0.31 -1.56
H: 0.38 -0.47 1.45
H: -1.05 -0.50 0.88
H: 0.05 -1.78 0.34
O: 0.35 0.43 2.69
C: -0.81 1.02 2.59
O: -1.78 0.75 1.83
H: -0.93 1.95 3.13

***

Model 4:
C4H11NO2 | the ωB97M-V functional and the def2-TZVPD basis

Its charge is +1. The spin multiplicity is 2. As for the expectation value of S²: 0.7545. The gap between HOMO and LUMO (spin up / spin down) is 11.825 / 7.090 eV. The molar mass is 105.14 g mol⁻¹.

CARTESIAN COORDINATES (ANGSTROEM)
C: -1.08 1.29 -1.66
N: -0.83 0.09 -0.89
C: -0.08 0.16 0.32
C: -0.40 -1.04 1.23
O: -0.30 -0.56 2.57
C: 1.45 0.15 -0.05
O: 1.81 -1.09 -0.58
H: -1.27 1.05 -2.70
H: -0.17 1.90 -1.59
H: -1.89 1.87 -1.21
H: -0.59 -0.71 -1.47
H: -0.40 1.09 0.80
H: 0.28 -1.89 1.14
H: -1.39 -1.44 1.05
H: -1.18 -0.58 2.97
H: 1.96 0.34 0.89
H: 1.65 0.92 -0.80
H: 2.44 -1.53 0.00

***

Quick look at relative energies in eV: model 1 1.201; model 2 1.613; model 3 0.380; model 4 0.000.